(1)
30
Properties=species:S:1:pos:R:3 method="wB97M-V/def2-TZVPD" total_energy_ha=-521.51279 smiles="C[N@H+]1CCC[C@]2(O)CCCC=C12" largest_force_ev_per_a=5.8 lumo_energy_ev=-2.75 relative_energy_ev=1.9449 e_homo_ev=-13.653 homo_lumo_gap_ev=10.90 total_charge=+1
C -1.24533 -1.43050 0.35230
C -0.12004 -0.78367 0.05951
C -2.69294 -0.93662 0.41167
C -2.76070 0.37778 -0.34435
C 2.17351 0.97873 0.46557
C -1.72575 1.35115 0.21407
C 0.74488 1.46885 0.79004
C 2.23183 -0.50051 0.78673
C -0.24900 0.86054 -0.11804
C 1.60514 -1.32365 -1.43739
N 1.21982 -1.25135 -0.02308
O -0.00648 1.11566 -1.50202
H -1.12825 -2.63448 0.46353
H -3.33927 -1.49576 -0.14486
H -2.94040 -1.08470 1.39627
H -2.46168 0.15672 -1.41232
H -3.82316 0.69143 -0.14489
H 2.47854 1.17376 -0.64280
H 2.94896 1.48846 1.14830
H -1.77288 2.37331 -0.27875
H -1.81158 1.42414 1.28552
H 0.43108 1.23365 1.74045
H 0.86237 2.57737 0.79028
H 3.15539 -1.07477 0.59213
H 2.01237 -0.84012 1.84911
H 1.23337 -2.30932 -1.84641
H 1.19037 -0.35448 -1.85538
H 2.66744 -1.28375 -1.48874
H 1.14996 -2.18906 0.30375
H -0.87817 1.00282 -1.99687

(2)
8
Properties=species:S:1:pos:R:3 method="wB97M-V/def2-TZVPD" total_energy_ha=-750.75100 largest_force_ev_per_a=5.1 lumo_energy_ev=-0.74 relative_energy_ev=0.7065 e_homo_ev=-10.511 homo_lumo_gap_ev=9.77
C 0.31646 -0.86547 -0.56494
C 0.47480 0.41287 -0.34701
C -0.09061 1.07301 0.76204
H 0.56410 -1.35534 -1.45323
H -0.30394 0.39052 1.67188
O -0.19663 2.31865 0.82238
F 1.02022 1.24976 -1.31492
Cl -0.71017 -1.91498 0.34918

(3)
20
Properties=species:S:1:pos:R:3 method="wB97M-V/def2-TZVPD" total_energy_ha=-365.40752 smiles=CCCNCO.O largest_force_ev_per_a=1.0 lumo_energy_ev=0.94 relative_energy_ev=0.9516 e_homo_ev=-9.104 homo_lumo_gap_ev=10.04
C -0.34402 -1.14377 -0.03983
N -1.12881 0.09774 -0.07165
C -1.38158 0.56270 -1.42259
O -0.15780 0.74837 -2.09669
C 0.08418 -1.55931 1.38903
C 1.45299 -0.97195 1.78705
H 0.57156 -0.97908 -0.58945
H -0.94515 -1.94115 -0.49065
H -1.99623 -0.04443 0.42989
H -2.01104 -0.13094 -1.99900
H -1.89692 1.51780 -1.35293
H -0.18226 0.24560 -2.91134
H -0.64913 -1.20069 2.10136
H 0.11757 -2.64872 1.34172
H 2.18688 -1.71559 2.07081
H 1.41131 -0.30045 2.63752
H 1.87781 -0.38337 0.97466
H 1.15533 2.86261 0.88300
H 0.66566 1.41283 0.79124
O 1.30913 2.03016 0.41676

(4)
10
Properties=species:S:1:pos:R:3 method="wB97M-V/def2-TZVPD" total_energy_ha=-247.21208 smiles="C1=NOCC1" largest_force_ev_per_a=5.1 lumo_energy_ev=0.93 relative_energy_ev=2.5894 e_homo_ev=-9.335 homo_lumo_gap_ev=10.27
C -0.82678 0.29703 -0.73854
C 0.31542 -0.62580 -0.17411
C 0.79001 0.04691 1.02918
H -0.36068 0.62790 -1.70102
H -1.75268 -0.16907 -0.76573
H 1.06555 -0.77292 -0.92704
H -0.02915 -1.70253 -0.03716
H 1.49082 -0.25444 1.84409
N 0.05028 1.10905 1.30119
O -0.74278 1.44388 0.16915